[1]
The following is a quantum chemistry calculation of C5H7ClN2O in the gas phase, from the Open Molecules 2025 dataset.

Properties
HOMO energy	-8.38	eV
electronic energy	-22847.0667	eV
frontier orbital gap	9.0	eV
SMILES string	Cn1c(Cl)cc(=O)n1C
ΔE to the lowest compared entry with this formula, charge and spin	119.2	kJ/mol

XYZ file:
```
16
Properties=species:S:1:pos:R:3:forces:R:3
N -0.4499 0.4918 0.0647 -0.8 0.4 -1.5
H -1.8579 1.7977 0.5842 -0.7 2.0 -0.4
H -1.1617 0.9369 1.9620 0.2 0.2 1.2
C -0.5725 0.9328 -1.2807 0.0 -0.1 1.6
H -2.3161 0.1637 0.8381 -0.3 0.1 0.5
H 0.9813 0.7451 -3.0149 -0.8 -0.8 2.0
C 1.2938 -0.2152 -1.0072 0.8 -1.3 1.2
C 0.6239 0.4480 -1.9628 0.4 0.9 -1.1
C 0.7487 -1.4296 1.1728 -0.7 1.4 -0.1
O -1.5236 1.6311 -1.5841 0.2 0.0 -0.8
H 0.0976 -2.2623 0.8750 -0.1 0.4 -0.2
Cl 2.7575 -1.1376 -1.2048 -0.4 0.4 0.0
N 0.7218 -0.2211 0.2902 0.5 -0.2 -1.8
H 1.7781 -1.7716 1.1533 0.0 0.1 0.5
H 0.4050 -1.0109 2.1421 0.6 -0.8 -0.3
C -1.5261 0.9012 0.9722 1.2 -2.9 -0.7
```
Positions in Å, forces in eV/Å.

=====

[2]
The following is a quantum chemistry calculation of C5H7ClOS in the gas phase, from the Open Molecules 2025 dataset.

Properties
HOMO energy	-9.03	eV
electronic energy	-30702.4344	eV
frontier orbital gap	7.9	eV
SMILES string	C/C(Cl)=C(\C=S)CO
ΔE to the lowest compared entry with this formula, charge and spin	90.8	kJ/mol

XYZ file:
```
15
Properties=species:S:1:pos:R:3:forces:R:3
C 0.7589 0.8202 0.1683 -0.5 -0.9 -0.1
C 0.2690 -1.6887 0.5372 1.7 -0.1 0.4
H -0.1173 2.2308 -1.2070 0.1 0.1 0.1
H -1.5283 -2.2553 0.9917 1.2 0.2 0.7
H -1.3335 0.6923 -1.3276 -0.3 0.0 -0.2
S -2.2837 -1.4415 -1.1392 0.5 0.4 0.2
H 0.4012 -2.4286 -0.2643 -0.4 0.2 -0.1
Cl 2.1590 0.7471 1.1674 0.2 -0.1 0.3
C 0.5506 2.2083 -0.3463 -0.2 -0.1 -0.2
C 0.0320 -0.3137 -0.0511 -0.7 -0.2 0.2
O -0.6783 -2.1098 1.4977 -1.1 0.1 -0.9
H 0.1685 2.8735 0.4304 -0.1 -0.2 0.1
H 1.5194 2.6155 -0.6142 0.1 0.0 -0.3
C -1.1748 -0.2722 -0.8561 -0.2 0.7 -0.4
H 1.2574 -1.6777 1.0131 -0.4 -0.1 0.3
```
Positions in Å, forces in eV/Å.

=====

[3]
The following is a quantum chemistry calculation of C5H7CoO3 as an isolated structure, from the Open Molecules 2025 dataset.

Properties
HOMO energy (alpha / beta)	-23.28 / -25.29	eV
electronic energy	-49024.7847	eV
net charge	+3
frontier orbital gap (alpha / beta)	9.8 / 5.3	eV
multiplicity	6
ΔE to the lowest compared entry with this formula, charge and spin	13.6	kJ/mol

XYZ file:
```
16
Properties=species:S:1:pos:R:3:forces:R:3
C 2.2796 -0.0892 0.3868 -0.5 0.5 1.0
H -1.0668 1.7687 0.3783 0.0 -0.1 0.1
H -1.7236 -1.8392 0.8731 -0.6 -0.1 0.0
O 1.0181 -0.2052 0.9312 -1.3 0.1 -0.3
H 0.3489 -1.3723 -0.6394 0.1 -0.3 0.2
H -2.2291 1.8867 -0.9727 0.3 0.8 -0.5
O 3.0993 0.5706 1.0500 -0.6 -0.3 0.1
H -0.7218 1.0035 -1.5502 -0.6 1.4 0.5
C 0.0771 -0.8570 0.2851 1.1 -0.8 0.7
Co 4.2353 0.1808 -0.4425 3.3 0.5 -0.8
O 2.5384 -0.5862 -0.7264 -1.0 -0.6 -0.5
C -1.2771 -0.8412 0.8365 0.6 0.8 -1.0
H -2.2561 -0.6209 -1.1209 -0.4 0.6 -0.9
H -1.3830 -0.2379 1.7420 0.0 -0.2 0.4
C -1.5824 -0.0999 -0.4366 -0.1 -5.1 3.0
C -1.3569 1.3389 -0.5941 -0.3 2.8 -1.9
```
Positions in Å, forces in eV/Å.

=====

[4]
The following is a quantum chemistry calculation of C5H7CrLiO3 as an isolated structure, from the Open Molecules 2025 dataset.

Properties
HOMO energy (alpha / beta)	-16.43 / -16.43	eV
electronic energy	-40047.6687	eV
net charge	+2
frontier orbital gap (alpha / beta)	7.0 / 7.5	eV
multiplicity	5

XYZ file:
```
17
Properties=species:S:1:pos:R:3:forces:R:3
H -2.7362 2.3961 0.4855 -0.8 0.2 0.5
C -4.5306 1.3525 -0.3888 0.2 0.3 1.1
H 2.6167 0.1697 1.1029 -0.1 0.3 -0.2
C 3.0135 -1.0778 -0.5896 0.0 0.3 -0.5
C -0.2872 -0.3963 0.4640 -1.6 -1.9 1.1
C -3.6819 1.9234 0.2649 0.5 -0.6 -1.5
H 2.5685 -1.4049 -1.5396 0.1 0.0 0.2
H 3.9662 -0.5797 -0.8233 -0.2 -0.2 0.1
Li -0.1319 -2.5729 1.5491 -0.3 0.0 0.1
O -1.2266 -1.0011 0.9586 0.9 0.6 -0.6
O 0.9195 -0.8481 0.6036 0.5 0.1 0.0
O -0.4270 0.6961 -0.2837 -1.0 1.4 -0.7
H -5.4185 0.8503 -0.7377 0.4 0.2 -0.1
H 3.2414 -1.9699 0.0166 -0.1 0.4 -0.1
Cr 1.3732 1.5790 -0.8192 0.5 0.0 -0.1
C 2.1392 -0.0832 0.1449 0.1 -0.5 0.4
H -1.3984 0.9667 -0.4081 0.8 -0.5 0.3
```
Positions in Å, forces in eV/Å.

=====

[5]
The following is a quantum chemistry calculation of C5H7CuO3 as an isolated structure, from the Open Molecules 2025 dataset.

Properties
HOMO energy (alpha / beta)	-12.21 / -14.61	eV
electronic energy	-56068.2627	eV
net charge	+1
frontier orbital gap (alpha / beta)	6.3 / 8.7	eV
multiplicity	2
ΔE to the lowest compared entry with this formula, charge and spin	0.0	kJ/mol

XYZ file:
```
16
Properties=species:S:1:pos:R:3:forces:R:3
O 2.0974 -0.9986 0.6796 0.2 1.1 -1.8
C 0.0588 1.7699 0.5211 -0.1 0.1 -0.4
O 0.4625 -0.5266 -0.7456 -0.3 -1.8 -2.8
C -0.9841 -3.0688 -1.5214 -0.2 0.5 1.0
O 1.3209 1.0697 0.5506 0.4 0.7 -0.3
H -0.3375 3.9349 0.8369 0.2 -0.3 0.2
H -0.6748 1.1480 1.0695 0.0 0.0 0.1
H 0.7349 -1.4460 -1.1109 -0.6 1.8 1.1
H -1.3088 -3.1988 0.7382 0.5 0.0 -0.3
C -1.0473 -3.0956 -0.3046 -0.8 0.2 -1.2
Cu -1.7662 -0.5414 -0.8818 0.8 -0.6 0.1
C 0.2450 3.0797 1.1747 0.0 0.2 0.0
H -0.2931 1.8863 -0.5156 0.1 0.1 0.1
H 0.9490 3.1756 2.0011 -0.3 -0.1 -0.3
H -0.8957 -3.0302 -2.5969 0.0 -0.2 0.4
C 1.4389 -0.1581 0.1051 -0.1 -1.6 4.1
```
Positions in Å, forces in eV/Å.

=====

[6]
The following is a quantum chemistry calculation of C5H7DyO4 as an isolated structure, from the Open Molecules 2025 dataset.

Properties
HOMO energy (alpha / beta)	-12.17 / -13.48	eV
electronic energy	-37562.7748	eV
net charge	+1
frontier orbital gap (alpha / beta)	7.0 / 7.8	eV
multiplicity	7
ΔE to the lowest compared entry with this formula, charge and spin	229.9	kJ/mol

XYZ file:
```
17
Properties=species:S:1:pos:R:3:forces:R:3
H 4.0955 1.8016 1.5500 0.0 0.1 0.1
O 4.0752 0.9381 1.1156 -0.3 0.0 -0.2
C -3.0024 -0.4481 0.4353 0.4 -0.2 -0.7
O 1.9479 1.5037 0.7065 -1.4 0.8 -0.1
H -3.3726 -1.3684 -0.0254 0.1 0.3 0.4
O 2.8431 -0.4410 0.0072 0.0 0.5 0.2
C -3.3495 0.8918 -0.1330 -0.4 -0.3 0.1
Dy -0.1048 0.9982 -0.2196 -1.6 0.3 -0.1
C 2.8911 0.7148 0.6002 1.4 -1.5 0.0
H -2.2640 -0.5312 1.2384 -0.4 0.0 0.1
H 0.7066 -2.4003 -1.6259 0.3 0.0 0.3
C 1.5932 -2.0314 -1.1068 -0.1 0.4 -0.2
C 1.5726 -0.7955 -0.5982 -0.8 -0.2 0.0
H -4.1073 1.3844 0.5066 0.2 0.0 -0.2
O -2.1960 1.6918 -0.2189 2.7 -0.7 0.0
H 2.4792 -2.6750 -1.0994 -0.3 0.2 0.1
H -3.8078 0.7666 -1.1324 0.1 0.1 0.4
```
Positions in Å, forces in eV/Å.

=====

[7]
The following is a quantum chemistry calculation of C5H7F in the gas phase, from the Open Molecules 2025 dataset.

Properties
HOMO energy	-9.87	eV
electronic energy	-8012.7980	eV
frontier orbital gap	10.9	eV
SMILES string	C=C1[C@H](C)[C@H]1F
ΔE to the lowest compared entry with this formula, charge and spin	232.8	kJ/mol

XYZ file:
```
13
Properties=species:S:1:pos:R:3:forces:R:3
H 1.9172 -0.4042 -1.1686 -0.9 0.1 0.9
H 0.3185 1.8347 0.5215 0.4 0.7 -0.1
H -1.1319 1.2796 -1.6770 0.5 0.9 -0.8
C -0.7052 0.5439 -1.0414 -2.0 -0.1 3.6
C 0.3618 0.8896 0.0228 -0.8 0.3 -1.6
C 1.6353 0.0565 -0.1940 0.6 0.6 1.2
H -1.6257 0.2211 -0.3755 1.6 0.1 -1.6
F 2.8329 0.5579 0.3560 -0.8 -0.3 -0.2
H -0.6561 -0.3503 2.5067 0.7 -1.2 -0.2
C 0.1602 -0.8892 1.9629 -0.4 3.5 -2.3
C 0.5682 -0.2520 0.8442 0.8 -1.7 1.1
H 0.8041 -1.6252 2.2966 0.6 -1.7 1.2
H -0.2620 -0.2815 -1.5181 -0.3 -1.2 -1.2
```
Positions in Å, forces in eV/Å.

=====

[8]
The following is a quantum chemistry calculation of an isolated ion of composition C5H7F5N3O2S and charge +1, from the Open Molecules 2025 dataset.

Properties
HOMO energy	-14.77	eV
electronic energy	-38278.8414	eV
net charge	+1
frontier orbital gap	10.4	eV
SMILES string	NC1=[NH+][C@H](S(=O)(=O)C(F)(F)C(F)(F)F)CN1

XYZ file:
```
23
Properties=species:S:1:pos:R:3:forces:R:3
O -1.3574 2.1825 0.5700 -0.1 0.1 0.2
C -1.5970 0.2965 -1.3069 -0.2 0.1 0.3
F -1.9403 -0.8956 0.6910 -0.2 0.1 -0.2
F -0.7220 -0.6629 -1.6693 0.3 -0.2 0.0
H 2.8288 0.6446 -0.9424 0.0 0.0 0.0
H 1.6448 -1.8970 2.8638 0.0 0.1 0.0
C -2.6201 -0.3584 -0.3457 -0.4 0.0 0.3
C 1.8332 0.2187 -0.8280 0.5 0.2 0.0
H 1.4551 -0.0182 -1.8119 -0.2 0.1 -0.1
F -3.5065 0.5232 0.1079 0.4 -0.5 -0.3
N 1.9198 -0.9978 -0.0033 -1.4 -0.1 -0.5
N 0.6951 0.3537 1.2479 1.3 0.3 -0.1
H 1.8968 -1.9074 -0.4517 0.6 -0.1 0.1
O -0.3464 2.6206 -1.6795 0.1 0.0 -0.4
S -0.6485 1.7633 -0.5899 0.0 -0.1 0.1
H 0.3686 -2.5640 1.9146 -0.1 0.0 0.0
F -2.2184 0.7479 -2.3731 -0.2 0.2 -0.3
C 0.9499 1.1412 0.0326 -0.1 -0.2 0.4
F -3.2464 -1.3423 -0.9957 0.2 0.4 0.3
N 1.0890 -1.8706 2.0261 0.1 -0.1 0.1
H 0.8454 0.8086 2.1431 -0.9 0.0 0.1
H 1.4455 2.0799 0.2841 0.0 0.0 -0.1
C 1.2309 -0.8665 1.1162 0.2 -0.2 0.1
```
Positions in Å, forces in eV/Å.